C4H6N2O | the ωB97M-V functional and the def2-TZVPD basis

Last column: Mulliken charge in e.
CARTESIAN COORDINATES (ANGSTROEM)
H -2.449 1.437 -1.169  0.237
N -1.692 0.775 -1.015  -0.597
C -1.820 0.206 0.103  0.139
O -0.972 -0.724 0.583  -0.385
C 0.231 -0.984 -0.138  -0.428
C 1.409 -0.274 0.552  -0.410
C 1.806 0.991 -0.073  0.230
N 2.167 1.965 -0.583  -0.405
H -2.610 0.363 0.840  0.366
H 0.125 -0.680 -1.181  0.406
H 0.377 -2.066 -0.083  0.273
H 1.138 -0.086 1.596  0.272
H 2.291 -0.923 0.568  0.301

Summary:
- M: 98.1 g/mol
- SMILES string: [H]/N=C/OCCC#N
- Lowest unoccupied orbital energy: 0.74 eV
- Gap between HOMO and LUMO: 0.4121 Eh
- DFT total energy: -9272.037 eV
- ΔE to the lowest compared entry with this formula, charge and spin: 33.8 kcal/mol